No. 1
# C28H34N4O5

C28H34N4O5 in the gas phase (the ωB97M-V functional and the def2-TZVPD basis, OMol25).

ΔE to the lowest compared entry with this formula, charge and spin: 0.0 kJ/mol
Energy: -1682.66772 a.u.
E_LUMO: 0.43 eV
Strongest force on any atom: 0.017 Eh/bohr
Frontier orbital gap: 8.61 eV
SMILES string: COc1cc2[nH]c(=O)n(Cc3ccc(C(=O)N4CCC(N5CCCCC5)CC4)cc3)c(=O)c2cc1OC

```
! wB97M-V def2-TZVPD RIJCOSX def2/J DEFGRID3
* xyz 0 1
C -2.37 1.17 -5.33
O -1.43 1.57 -4.36
C -1.80 1.58 -3.06
C -3.05 1.23 -2.59
C -3.32 1.27 -1.22
N -4.55 0.91 -0.71
C -4.84 0.79 0.62
O -5.92 0.38 0.99
N -3.83 1.17 1.49
C -4.03 0.91 2.91
C -2.92 -0.01 3.37
C -2.61 -1.12 2.60
C -1.44 -1.82 2.82
C -0.58 -1.43 3.84
C 0.77 -2.07 3.84
O 0.97 -3.22 4.19
N 1.76 -1.28 3.33
C 1.58 0.05 2.81
C 1.45 0.02 1.29
C 2.69 -0.63 0.68
N 2.63 -0.60 -0.78
C 3.93 -0.77 -1.42
C 3.84 -0.40 -2.90
C 2.81 -1.26 -3.60
C 1.48 -1.13 -2.87
C 1.66 -1.48 -1.39
C 2.90 -2.02 1.31
C 2.97 -1.90 2.84
C -0.96 -0.41 4.70
C -2.12 0.30 4.46
C -2.59 1.67 1.11
O -1.79 2.04 1.95
C -2.33 1.66 -0.32
C -1.06 2.02 -0.80
C -0.78 1.98 -2.15
O 0.41 2.30 -2.72
C 1.49 2.63 -1.88
H -3.24 1.83 -5.35
H -2.70 0.14 -5.17
H -1.85 1.23 -6.28
H -3.83 0.93 -3.26
H -5.28 0.63 -1.35
H -3.99 1.85 3.46
H -5.02 0.45 3.02
H -3.26 -1.41 1.78
H -1.18 -2.66 2.19
H 0.69 0.52 3.24
H 2.45 0.65 3.10
H 1.35 1.04 0.91
H 0.55 -0.53 1.03
H 3.56 -0.01 0.95
H 4.65 -0.13 -0.92
H 4.28 -1.82 -1.34
H 3.55 0.65 -2.98
H 4.82 -0.52 -3.36
H 2.70 -0.96 -4.64
H 3.13 -2.31 -3.58
H 1.11 -0.11 -2.96
H 0.73 -1.80 -3.31
H 0.70 -1.37 -0.87
H 1.96 -2.54 -1.32
H 2.06 -2.67 1.05
H 3.82 -2.47 0.94
H 3.05 -2.89 3.29
H 3.83 -1.30 3.13
H -0.32 -0.14 5.53
H -2.38 1.14 5.09
H -0.33 2.32 -0.07
H 2.30 2.91 -2.55
H 1.25 3.47 -1.22
H 1.80 1.76 -1.28
*
```

***

No. 2
# C28H34N7O2Tl

A molecular structure, C28H34N7O2Tl (the ωB97M-V functional and the def2-TZVPD basis, OMol25).

ΔE to the lowest compared entry with this formula, charge and spin: 0.0 kJ/mol
Energy: -1793.17926 a.u.
E_LUMO: -6.36 eV
Strongest force on any atom: 0.003 Eh/bohr
Frontier orbital gap: 6.74 eV

```
! wB97M-V def2-TZVPD RIJCOSX def2/J DEFGRID3
* xyz 2 1
Tl -0.17 -0.87 0.34
N 3.99 -1.15 -1.50
C 2.88 -0.75 -0.91
N 1.80 -1.48 -0.82
C 1.76 -2.72 -1.44
N 0.65 -3.39 -1.55
N -0.44 -2.73 -1.05
C -1.59 -3.20 -1.31
C -2.79 -2.51 -0.80
C -4.06 -2.92 -1.17
C -5.15 -2.20 -0.71
C -4.94 -1.09 0.09
C -3.63 -0.75 0.42
N -2.58 -1.45 0.00
C 2.99 -3.26 -1.99
C 3.07 -4.56 -2.53
C 4.25 -5.00 -3.07
C 5.37 -4.16 -3.10
C 5.31 -2.88 -2.58
C 4.11 -2.45 -2.03
H 4.78 -0.52 -1.57
H 2.86 0.26 -0.51
H -1.70 -4.08 -1.93
H -4.18 -3.78 -1.82
H -6.15 -2.49 -0.99
H -5.76 -0.49 0.46
H -3.41 0.12 1.03
H 2.19 -5.19 -2.51
H 4.32 -6.00 -3.48
H 6.30 -4.52 -3.53
H 6.18 -2.23 -2.61
N -0.50 -2.59 1.98
C 0.19 -2.69 3.30
C -0.38 -1.72 4.34
C 0.31 -0.37 4.48
C 0.22 0.59 3.31
N 1.03 0.14 2.14
H -1.51 -2.61 2.14
H -0.30 -3.44 1.45
H 1.25 -2.53 3.14
H 0.08 -3.71 3.66
H -0.32 -2.22 5.31
H -1.45 -1.58 4.15
H 1.36 -0.52 4.74
H -0.13 0.14 5.34
H 0.57 1.57 3.63
H -0.81 0.72 2.97
H 1.87 -0.33 2.48
H 1.35 0.95 1.61
C -1.61 7.35 -1.28
C -1.24 5.91 -1.03
C -0.11 5.59 -0.29
C 0.25 4.28 -0.04
C 1.49 3.99 0.77
C -0.57 3.25 -0.55
C -1.72 3.55 -1.30
C -2.60 2.48 -1.89
C -2.02 4.88 -1.54
C -0.18 1.84 -0.30
O -1.12 1.05 0.14
O 0.97 1.40 -0.46
H -0.75 8.01 -1.18
H -2.37 7.67 -0.56
H -2.03 7.48 -2.28
H 0.50 6.39 0.11
H 1.84 4.90 1.25
H 2.29 3.59 0.15
H 1.29 3.27 1.57
H -2.03 1.66 -2.33
H -3.23 2.91 -2.67
H -3.26 2.06 -1.13
H -2.89 5.12 -2.14
*
```

***

No. 3
# C28H35ClN2ORuSSi2Te2

A molecular structure, C28H35ClN2ORuSSi2Te2 at a distorted geometry (the ωB97M-V functional and the def2-TZVPD basis, OMol25).

ΔE to the lowest compared entry with this formula, charge and spin: 0.0 kJ/mol
Energy: -3340.53323 a.u.
E_LUMO (alpha / beta): -7.98 / -7.96 eV
Strongest force on any atom: 0.034 Eh/bohr
Frontier orbital gap (alpha / beta): 5.51 / 5.54 eV

```
! wB97M-V def2-TZVPD RIJCOSX def2/J DEFGRID3
* xyz 2 1
Ru -0.15 1.08 -0.19
Cl -3.20 3.67 5.89
C -2.77 2.89 4.41
C -3.78 2.30 3.62
C -3.48 1.67 2.44
C -2.15 1.60 1.98
O -1.92 1.02 0.84
C -1.13 2.18 2.79
C 0.23 2.10 2.50
N 0.81 1.53 1.45
C 2.24 1.52 1.29
C 3.14 1.56 2.31
C 4.52 1.68 2.02
C 4.96 1.77 0.74
C 4.04 1.67 -0.33
C 4.41 1.72 -1.70
C 3.45 1.60 -2.66
C 2.12 1.39 -2.27
N 1.73 1.33 -1.01
C 2.69 1.50 -0.04
C -1.48 2.84 4.01
H -4.81 2.35 3.95
H -4.25 1.22 1.83
H 0.89 2.56 3.23
H 2.81 1.48 3.34
H 5.23 1.72 2.84
H 6.02 1.91 0.52
H 5.45 1.87 -1.97
H 3.69 1.64 -3.71
H 1.34 1.27 -3.01
H -0.71 3.29 4.62
C 2.05 -2.07 -2.82
Si 1.06 -3.40 -2.03
C 1.68 -3.70 -0.31
C 1.05 -4.99 -2.98
C -0.75 -2.80 -2.08
Te -1.46 -1.09 -1.03
C -1.29 -1.98 0.89
Si -2.91 -2.76 1.59
C -3.03 -2.18 3.34
C -2.64 -4.58 1.44
C -4.36 -2.18 0.59
H 3.12 -2.24 -2.69
H 1.80 -1.13 -2.36
H 1.85 -1.99 -3.90
H 2.67 -4.17 -0.40
H 1.05 -4.40 0.25
H 1.80 -2.78 0.27
H 2.08 -5.35 -3.12
H 0.60 -4.88 -3.98
H 0.51 -5.76 -2.44
H -1.43 -3.57 -1.70
H -1.00 -2.61 -3.13
H -0.92 -1.21 1.57
H -0.53 -2.76 0.78
H -2.13 -2.43 3.91
H -3.88 -2.65 3.84
H -3.19 -1.09 3.38
H -1.85 -4.92 2.12
H -2.35 -4.86 0.42
H -3.55 -5.14 1.69
H -4.29 -1.12 0.35
H -5.29 -2.34 1.13
H -4.44 -2.73 -0.36
Te -1.40 3.05 -1.23
C -0.40 4.02 -2.73
C -0.36 5.39 -2.86
C 0.28 5.80 -4.05
C 0.71 4.75 -4.80
S 0.34 3.26 -4.07
H -0.78 6.07 -2.12
H 0.40 6.84 -4.35
H 1.21 4.78 -5.76
*
```

***

No. 4
# C28H35F3IrN4O3P2S

A molecular structure, C28H35F3IrN4O3P2S at a distorted geometry (the ωB97M-V functional and the def2-TZVPD basis, OMol25).

ΔE to the lowest compared entry with this formula, charge and spin: 0.0 kJ/mol
Energy: -3016.61525 a.u.
E_LUMO (alpha / beta): -6.68 / -9.56 eV
Strongest force on any atom: 0.151 Eh/bohr
Frontier orbital gap (alpha / beta): 2.65 / 3.91 eV

```
! wB97M-V def2-TZVPD RIJCOSX def2/J DEFGRID3
* xyz 2 6
Ir -0.65 -0.48 -0.09
C -4.16 -6.60 0.58
C -3.43 -6.57 -0.54
C -3.98 -6.49 -1.92
C -5.22 -5.58 -2.09
C -5.20 -4.30 -1.30
C -5.74 -4.20 -0.08
C -6.43 -5.36 0.60
C -5.65 -6.70 0.62
C -0.85 1.54 0.33
H -3.73 -6.68 1.58
H -2.37 -6.83 -0.49
H -4.25 -7.50 -2.27
H -3.16 -6.16 -2.58
H -5.29 -5.33 -3.17
H -6.10 -6.17 -1.81
H -4.86 -3.43 -1.85
H -5.84 -3.24 0.44
H -7.40 -5.60 0.12
H -6.67 -5.06 1.63
H -5.92 -7.22 1.56
H -5.98 -7.32 -0.23
H -0.48 1.66 1.36
H -1.88 1.90 0.28
H -0.17 2.08 -0.35
P -2.37 -0.48 -1.36
P -0.15 -2.49 -0.84
N -3.82 -0.03 -0.56
N -2.22 0.70 -2.65
N -0.53 -3.54 0.48
N 1.45 -3.04 -1.12
C -2.55 -2.08 -2.13
C -1.23 -2.88 -2.22
C -3.85 0.21 0.82
C -5.14 0.57 1.16
C -5.93 0.54 -0.03
C -5.10 0.16 -1.08
C -1.99 2.07 -2.47
C -1.84 2.67 -3.71
C -1.97 1.65 -4.69
C -2.20 0.45 -4.02
C -0.53 -3.13 1.82
C -1.25 -4.05 2.56
C -1.63 -5.10 1.67
C -1.18 -4.76 0.41
C 1.95 -4.34 -0.95
C 3.28 -4.36 -1.39
C 3.60 -3.05 -1.85
C 2.48 -2.24 -1.65
H -3.00 -1.97 -3.13
H -3.30 -2.59 -1.50
H -1.42 -3.95 -2.30
H -0.65 -2.57 -3.10
H -2.95 0.12 1.41
H -5.47 0.84 2.15
H -6.98 0.76 -0.10
H -5.31 0.00 -2.12
H -1.83 2.51 -1.50
H -1.64 3.73 -3.85
H -1.90 1.78 -5.76
H -2.27 -0.56 -4.39
H -0.03 -2.22 2.11
H -1.47 -4.02 3.61
H -2.17 -6.00 1.94
H -1.25 -5.24 -0.57
H 1.34 -5.12 -0.51
H 3.93 -5.23 -1.40
H 4.54 -2.70 -2.27
H 2.33 -1.21 -1.86
F 4.11 1.87 1.11
C 2.79 1.70 1.37
F 2.61 1.59 2.70
F 2.11 2.78 0.92
S 2.16 0.12 0.48
O 1.77 0.58 -0.87
O 3.20 -0.87 0.59
O 0.91 -0.29 1.24
*
```